No. 1
16
Properties=species:S:1:pos:R:3:nbo_charge:R:1 method="wB97M-V/def2-TZVPD" e_above_lowest_kcal_mol=76.3 smiles="C=CCCNC=O" homo_energy_ev=-9.53
O -1.96 1.41 0.94 -0.53
N -1.81 -0.75 0.10 -0.67
C -0.34 -0.99 -0.33 -0.21
C 0.23 0.26 -1.07 -0.50
C 2.08 1.03 0.39 -0.38
C -1.93 0.20 1.10 0.54
C 1.63 0.44 -0.77 -0.20
H 0.33 -1.01 0.56 0.18
H -0.02 0.17 -2.14 0.22
H 3.16 0.91 0.73 0.20
H -2.12 -1.70 0.12 0.39
H -2.38 -0.37 1.94 0.10
H 2.36 -0.39 -1.07 0.20
H -0.22 -1.99 -0.70 0.20
H -0.46 1.11 -0.81 0.26
H 1.46 1.68 0.99 0.20



No. 2
16
Properties=species:S:1:pos:R:3:nbo_charge:R:1 method="wB97M-V/def2-TZVPD" e_above_lowest_kcal_mol=25.3 smiles=C[C@H](C#N)CCO homo_energy_ev=-10.53
O 2.36 -0.10 -0.62 -0.72
N 0.47 -2.44 0.78 -0.35
C -0.03 -1.53 0.27 0.29
C 0.20 0.94 -0.12 -0.41
C 1.65 0.71 0.30 -0.07
C -2.08 -0.20 0.01 -0.58
C -0.61 -0.36 -0.40 -0.33
H -0.30 1.51 0.67 0.21
H 2.16 1.68 0.33 0.19
H 2.24 -1.02 -0.36 0.48
H -2.16 -0.02 1.08 0.21
H -0.56 -0.58 -1.47 0.25
H -2.51 0.66 -0.51 0.22
H 1.68 0.29 1.31 0.17
H -2.67 -1.09 -0.24 0.22
H 0.17 1.54 -1.03 0.22



No. 3
16
Properties=species:S:1:pos:R:3:nbo_charge:R:1 method="wB97M-V/def2-TZVPD" e_above_lowest_kcal_mol=55.0 smiles="C=C(C)NCC=O" homo_energy_ev=-9.01
O 2.23 -0.55 0.23 -0.53
N -0.79 -0.11 -1.06 -0.64
C -0.51 1.29 0.89 -0.45
C 1.58 0.23 -0.43 0.43
C -0.88 -1.16 1.18 -0.66
C 0.61 -0.19 -1.53 -0.32
C -0.76 0.09 0.37 0.19
H 0.86 -1.21 -1.84 0.21
H -1.27 0.67 -1.50 0.37
H 1.63 1.32 -0.26 0.11
H 0.76 0.47 -2.39 0.21
H -0.25 -1.97 0.78 0.23
H -0.59 -0.99 2.23 0.22
H -0.27 1.44 1.94 0.21
H -0.44 2.17 0.25 0.19
H -1.92 -1.50 1.15 0.23



No. 4
16
Properties=species:S:1:pos:R:3:nbo_charge:R:1 method="wB97M-V/def2-TZVPD" e_above_lowest_kcal_mol=58.6 homo_energy_ev=-8.82
O -0.64 -0.01 -1.18 -0.54
N 1.58 0.06 0.08 -0.61
C 0.72 1.25 0.26 -0.25
C -0.59 -1.05 -0.13 0.08
C 0.90 -1.19 0.22 -0.25
C -1.39 -0.06 0.83 -0.44
C -0.70 0.96 -0.15 0.06
H -2.49 -0.14 0.77 0.22
H 0.75 1.71 1.30 0.19
H 1.26 2.07 -0.35 0.21
H -1.03 -0.08 1.90 0.20
H -1.05 -1.95 -0.42 0.19
H 1.90 0.20 -0.91 0.37
H 0.97 -1.56 1.28 0.18
H -1.31 1.81 -0.46 0.19
H 1.44 -1.91 -0.41 0.21



No. 5
16
Properties=species:S:1:pos:R:3:nbo_charge:R:1 method="wB97M-V/def2-TZVPD" e_above_lowest_kcal_mol=116.3 homo_energy_ev=-7.35
O 0.09 0.80 2.09 -0.49
N 0.71 -0.81 0.44 -0.55
C -0.10 0.19 1.09 0.72
C -0.19 -0.79 -0.76 -0.21
C 2.29 -0.88 0.55 -0.72
C -1.14 0.17 -0.03 -0.33
C -1.43 1.52 -0.66 -0.60
H 2.55 -1.44 -0.35 0.16
H -2.07 -0.31 0.30 0.24
H 1.04 -1.62 1.07 0.52
H -1.90 2.19 0.06 0.23
H -0.57 -1.78 -1.02 0.21
H -2.10 1.42 -1.52 0.22
H 0.35 -0.35 -1.61 0.21
H -0.50 2.00 -1.01 0.22
H 2.64 0.16 0.47 0.17



No. 6
16
Properties=species:S:1:pos:R:3:nbo_charge:R:1 method="wB97M-V/def2-TZVPD" e_above_lowest_kcal_mol=123.0 homo_energy_ev=-7.69
O -1.64 0.04 -0.97 -0.59
N 0.47 -0.10 -0.30 -0.58
C -0.17 1.61 1.41 -0.33
C -0.12 0.30 1.03 -0.03
C 1.26 -1.21 -0.54 0.02
C -1.98 0.45 0.21 0.10
C 1.74 -1.53 -1.73 -0.53
H 2.28 -2.45 -1.89 0.21
H 1.44 -1.82 0.34 0.19
H -0.25 2.42 0.70 0.21
H -2.41 1.46 0.28 0.14
H -2.49 -0.25 0.88 0.15
H 0.45 0.62 -1.02 0.40
H 0.00 -0.49 1.75 0.22
H -0.14 1.86 2.46 0.22
H 1.56 -0.92 -2.60 0.19



No. 7
16
Properties=species:S:1:pos:R:3:nbo_charge:R:1 method="wB97M-V/def2-TZVPD" e_above_lowest_kcal_mol=91.8 smiles="C[C@H]1CN(C)C1=O" homo_energy_ev=-8.62
O -0.06 1.72 1.50 -0.58
N -0.60 -0.05 -0.03 -0.48
C 0.04 0.12 -1.32 -0.22
C -1.90 -0.47 0.32 -0.41
C 1.15 0.80 -0.51 -0.29
C 0.11 1.04 0.52 0.67
C 1.55 -0.67 0.57 -0.54
H 2.37 -0.31 1.16 0.20
H -2.60 0.31 0.04 0.18
H -1.92 -0.62 1.40 0.22
H -0.63 0.74 -1.94 0.19
H 0.37 -0.76 -1.89 0.19
H -2.14 -1.41 -0.18 0.20
H 1.82 1.58 -0.94 0.24
H 1.76 -1.45 -0.16 0.20
H 0.85 -1.16 1.31 0.23



No. 8
16
Properties=species:S:1:pos:R:3:nbo_charge:R:1 method="wB97M-V/def2-TZVPD" e_above_lowest_kcal_mol=28.2 smiles=C[C@@H](O)[C@@H](C)C#N homo_energy_ev=-10.74
O -0.53 -1.56 0.98 -0.70
N 0.48 2.67 -1.02 -0.33
C -0.78 -0.20 0.62 0.12
C 0.50 1.77 -0.30 0.29
C -1.62 -0.09 -0.65 -0.66
C 0.59 0.56 0.54 -0.35
C 1.73 -0.33 -0.01 -0.60
H -1.35 0.20 1.47 0.19
H -2.40 -0.86 -0.63 0.22
H 2.67 -0.12 0.50 0.23
H -2.11 0.89 -0.71 0.24
H -0.41 -2.06 0.17 0.46
H 1.55 -1.40 0.13 0.22
H 0.83 0.91 1.55 0.25
H -1.02 -0.21 -1.55 0.21
H 1.88 -0.16 -1.08 0.22



No. 9
16
Properties=species:S:1:pos:R:3:nbo_charge:R:1 method="wB97M-V/def2-TZVPD" e_above_lowest_kcal_mol=23.1 smiles="CC1(C)COC=N1" homo_energy_ev=-9.61
O -2.08 -0.02 0.54 -0.50
N -0.69 0.49 -1.16 -0.48
C 1.26 -0.93 -0.75 -0.61
C 0.83 1.15 0.59 -0.61
C -0.86 -0.74 0.82 -0.09
C 0.19 -0.06 -0.09 0.05
C -1.85 0.53 -0.68 0.38
H 1.60 0.85 1.31 0.21
H -0.70 -0.64 1.90 0.20
H 1.70 -0.34 -1.56 0.23
H 0.85 -1.84 -1.20 0.21
H 1.29 1.79 -0.17 0.22
H 0.08 1.74 1.12 0.21
H -2.69 1.02 -1.16 0.19
H 2.07 -1.21 -0.06 0.21
H -1.00 -1.79 0.55 0.18



No. 10
16
Properties=species:S:1:pos:R:3:nbo_charge:R:1 method="wB97M-V/def2-TZVPD" e_above_lowest_kcal_mol=17.4 smiles="CC1(C)CNC1=O" homo_energy_ev=-9.63
O -2.27 -0.97 -0.23 -0.59
N -0.17 -1.49 -1.18 -0.63
C -1.09 -0.84 -0.39 0.69
C -0.25 1.54 -0.35 -0.60
C 0.98 -0.71 -0.72 -0.20
C -0.01 0.12 0.16 -0.14
C 0.17 0.05 1.67 -0.61
H -0.44 1.55 -1.43 0.21
H 0.61 2.18 -0.13 0.21
H 1.51 -0.15 -1.51 0.19
H 1.70 -1.31 -0.15 0.19
H -0.27 -2.21 -1.87 0.40
H -1.13 1.96 0.15 0.23
H -0.82 -0.02 2.14 0.23
H 0.66 0.95 2.06 0.21
H 0.76 -0.82 1.97 0.21



No. 11
16
Properties=species:S:1:pos:R:3:nbo_charge:R:1 method="wB97M-V/def2-TZVPD" e_above_lowest_kcal_mol=59.8 smiles="C=C(C)C#N.CO" homo_energy_ev=-9.66
O -0.84 0.12 1.71 -0.71
N 3.72 0.80 -0.61 -0.32
C 0.39 1.14 -0.21 -0.24
C -2.16 0.09 1.21 -0.25
C 0.79 -1.15 -1.22 -0.63
C 1.22 0.15 -0.56 -0.19
C 2.62 0.45 -0.52 0.26
H -2.62 -0.90 1.33 0.17
H -0.08 -1.61 -0.73 0.21
H 0.53 -0.98 -2.26 0.23
H 0.75 2.01 0.32 0.22
H 1.60 -1.89 -1.19 0.24
H -2.72 0.82 1.79 0.19
H -0.30 -0.55 1.27 0.47
H -2.25 0.38 0.15 0.15
H -0.66 1.12 -0.47 0.19



No. 12
16
Properties=species:S:1:pos:R:3:nbo_charge:R:1 method="wB97M-V/def2-TZVPD" e_above_lowest_kcal_mol=95.5 homo_energy_ev="-6.08 / -5.72"
O 1.50 -0.07 -1.59 -0.48
N -0.35 -0.51 -0.50 -0.31
C -1.81 -0.33 -0.52 -0.39
C 0.36 -0.77 -1.58 0.28
C 1.59 0.68 -0.33 -0.08
C 0.17 0.18 1.83 -0.64
C 0.29 0.37 0.35 -0.12
H 0.08 -1.32 -2.47 0.19
H -2.33 -1.19 -0.95 0.20
H -1.96 0.58 -1.11 0.21
H 1.70 1.76 -0.57 0.17
H -2.15 -0.13 0.49 0.22
H 2.49 0.35 0.21 0.15
H 1.03 -0.38 2.26 0.19
H 0.12 1.14 2.35 0.21
H -0.74 -0.38 2.11 0.21